1.
{"formula": "C29H24Cl3GeN4O2SSiTc", "method": "ωB97M-V/def2-TZVPD", "orbital_gap_ev": 6.283, "fmax_ev_per_a": 0.58, "charge": 2, "relative_energy_ev": 0.129, "energy_ev": -155498.8440, "species": ["Tc", "Ge", "Cl", "Cl", "Cl", "S", "Si", "O", "O", "N", "N", "N", "N", "C", "C", "C", "C", "C", "C", "C", "C", "C", "C", "C", "C", "C", "C", "C", "C", "C", "C", "C", "C", "C", "C", "C", "C", "C", "C", "C", "C", "C", "H", "H", "H", "H", "H", "H", "H", "H", "H", "H", "H", "H", "H", "H", "H", "H", "H", "H", "H", "H", "H", "H", "H", "H"], "coordinates": [[-0.3030, 0.0644, 0.6543], [2.1101, 0.2898, -1.9880], [-1.4727, 1.1016, -2.8981], [-3.2502, 2.2017, -0.4212], [-0.1664, 3.2807, -0.6184], [-1.9907, 0.3165, 2.5716], [-1.3847, 1.7079, -0.9697], [-1.0706, -0.6503, 3.1547], [-1.2497, 1.5211, 2.0973], [-0.8565, -1.9161, 0.4815], [-2.9498, -2.6505, 1.2956], [-6.6525, 1.4558, 5.7932], [-2.3089, -0.3257, 1.0264], [-3.6429, -0.1792, 4.5859], [2.1533, 2.7733, -3.4201], [-3.3353, 0.6644, 3.5018], [1.7631, 0.8148, -4.7818], [1.9872, 1.3914, -3.5321], [1.3579, -3.7201, -2.9790], [3.0914, 1.0077, -0.4668], [1.3148, -2.3346, -2.9249], [-4.7448, 0.0865, 5.3450], [-2.1040, -1.7215, 0.9546], [5.0438, 2.1050, 0.4511], [2.2521, -1.6289, -2.1673], [-1.2628, -4.2060, 0.5744], [1.6878, 1.6169, -5.9089], [2.0802, 3.5713, -4.5507], [4.3280, 1.6258, -0.6409], [2.6242, 0.9035, 0.8393], [3.2209, -2.3293, -1.4503], [-0.4128, -3.1598, 0.2798], [1.8437, 2.9926, -5.7916], [-5.5738, 1.1955, 5.0468], [3.2619, -3.7176, -1.5031], [4.5369, 1.9820, 1.7354], [2.3328, -4.4114, -2.2678], [-2.5174, -3.9020, 1.0964], [3.3015, 1.3762, 1.9432], [-4.1457, 1.7720, 3.1866], [-5.2450, 2.0317, 3.9491], [0.3627, 0.1937, -0.8851], [0.5484, -1.8077, -3.4853], [-3.2066, -4.6925, 1.3669], [-0.9582, -5.2297, 0.4178], [-4.9876, -0.5480, 6.1869], [4.7417, 1.7433, -1.6361], [0.6415, -4.2606, -3.5841], [2.2134, 4.6414, -4.4676], [3.9540, -1.7983, -0.8535], [2.3758, -5.4914, -2.3209], [-6.8946, 0.8793, 6.5803], [-7.2449, 2.2441, 5.5979], [2.3419, 3.2298, -2.4546], [-5.8702, 2.8859, 3.7256], [-3.8882, 2.4206, 2.3598], [4.0267, -4.2553, -0.9586], [5.0959, 2.3605, 2.5802], [-3.0049, -1.0213, 4.8173], [1.5173, 1.1705, -6.8791], [1.7908, 3.6159, -6.6741], [1.6610, -0.2597, -4.8846], [1.6510, 0.4018, 1.0469], [0.5900, -3.2824, -0.1117], [2.8898, 1.2805, 2.9381], [6.0015, 2.5825, 0.2941]], "atomic_forces_ev_per_a": [[0.365, 0.230, 0.381], [0.179, -0.184, 0.225], [-0.078, 0.087, -0.003], [-0.028, -0.035, 0.001], [0.024, -0.039, 0.008], [0.220, -0.078, -0.055], [0.032, 0.056, -0.242], [-0.167, 0.120, 0.083], [-0.092, -0.061, 0.063], [-0.072, -0.041, 0.194], [-0.006, 0.005, -0.018], [-0.021, 0.006, 0.012], [0.041, -0.057, -0.173], [0.011, -0.023, -0.032], [-0.036, 0.013, 0.030], [-0.039, 0.019, 0.057], [-0.003, -0.060, -0.044], [0.028, 0.084, -0.014], [0.010, -0.028, 0.007], [0.068, 0.016, -0.015], [-0.032, 0.015, -0.051], [-0.028, 0.020, 0.007], [0.097, -0.111, -0.075], [-0.016, -0.001, 0.021], [-0.010, -0.011, 0.017], [-0.031, -0.017, 0.003], [0.001, 0.039, -0.015], [-0.009, -0.022, -0.028], [0.018, 0.014, -0.086], [-0.221, 0.005, -0.124], [0.009, -0.008, 0.022], [0.012, 0.036, -0.043], [0.001, -0.021, 0.020], [0.031, -0.007, -0.025], [-0.015, 0.002, -0.020], [-0.015, -0.006, 0.009], [0.002, 0.026, 0.000], [0.030, -0.020, -0.010], [0.088, 0.047, -0.045], [0.021, 0.015, -0.025], [-0.010, -0.015, 0.025], [-0.397, 0.275, -0.198], [-0.001, -0.018, 0.023], [-0.007, 0.006, 0.000], [0.006, 0.002, 0.000], [0.001, 0.000, 0.001], [0.004, -0.003, 0.006], [0.001, 0.006, 0.003], [0.001, 0.003, 0.001], [-0.003, 0.004, 0.006], [0.000, 0.002, 0.002], [0.003, -0.001, -0.001], [0.002, -0.001, 0.001], [0.013, -0.015, -0.018], [0.001, 0.002, 0.004], [-0.002, -0.011, 0.021], [0.002, 0.000, 0.002], [0.004, 0.003, -0.004], [0.002, 0.004, 0.000], [0.002, 0.003, -0.002], [-0.004, 0.003, 0.000], [0.013, 0.032, -0.008], [-0.007, -0.279, 0.124], [0.009, -0.014, 0.001], [-0.008, -0.006, 0.001], [0.002, -0.003, -0.005]], "mulliken_charge": [-1.14, 1.36, -0.13, -0.19, -0.17, 2.13, 0.70, -0.65, -0.67, 0.19, -0.63, -0.43, -0.15, -0.51, -0.10, -0.04, -0.60, 0.68, -0.90, 0.16, -0.02, -0.85, 0.40, -0.73, 0.29, -0.80, -0.74, -0.80, -0.53, 0.29, -0.32, 0.01, -0.48, 1.12, -0.74, -0.51, -0.56, -0.30, -0.81, -0.46, -0.89, 0.93, 0.34, 0.46, 0.44, 0.33, 0.48, 0.45, 0.44, 0.44, 0.44, 0.21, 0.21, 0.42, 0.33, 0.36, 0.45, 0.43, 0.49, 0.44, 0.42, 0.33, 0.32, 0.42, 0.51, 0.45]}



2.
{"formula": "C29H24CrN2O5P", "method": "ωB97M-V/def2-TZVPD", "orbital_gap_ev": [8.037, 7.920], "spin_multiplicity": 4, "fmax_ev_per_a": 0.28, "energy_ev": -81392.7082, "species": ["Cr", "P", "O", "O", "O", "O", "O", "N", "N", "C", "C", "C", "C", "C", "C", "C", "C", "C", "C", "C", "C", "C", "C", "C", "C", "C", "C", "C", "C", "C", "C", "C", "C", "C", "C", "C", "C", "C", "H", "H", "H", "H", "H", "H", "H", "H", "H", "H", "H", "H", "H", "H", "H", "H", "H", "H", "H", "H", "H", "H", "H", "H"], "coordinates": [[-0.4911, -0.3294, -0.4114], [-0.5202, -2.7742, -0.3089], [0.9485, -0.1410, -1.6005], [-2.1945, -0.6658, -1.1550], [2.6440, -0.5620, -3.7939], [-4.1010, -1.8036, -1.3486], [-1.1683, -0.1104, 1.3944], [-1.3943, 2.0898, 0.7696], [-0.5936, 1.6516, -0.2650], [-2.7361, 0.3129, 3.6582], [-3.2867, 2.5044, 2.8257], [0.8307, 2.2016, -2.1286], [-0.1032, -3.5928, -1.8689], [2.1189, -4.2078, 2.4125], [0.1560, -5.5879, 2.5843], [-4.1478, 2.6902, 3.8936], [-1.6631, 1.0903, 1.5623], [2.5126, 1.7178, -4.2809], [0.5412, -4.8251, -1.9198], [-0.0500, 2.5247, -1.0337], [1.2182, 3.2474, -2.9813], [3.1075, -1.4399, -2.7720], [0.8886, -5.3740, -3.1463], [-2.5769, 1.3123, 2.7038], [-3.5966, 0.5038, 4.7281], [-0.3929, -2.9109, -3.0533], [2.1703, 0.6710, -3.4484], [1.3002, 0.8861, -2.3562], [-2.3360, -2.8549, -0.1382], [0.5942, -4.6978, -4.3207], [0.2129, -3.7725, 1.0045], [-0.4590, -4.8423, 1.5897], [-4.3039, 1.6916, 4.8465], [-2.9729, -1.7044, -0.9403], [1.4445, -5.2728, 2.9931], [-0.0502, -3.4686, -4.2737], [2.0389, 3.0090, -4.0561], [1.5039, -3.4555, 1.4240], [-2.7864, -3.7966, -0.4459], [-4.9796, 1.8394, 5.6791], [3.1206, -3.9575, 2.7360], [3.1645, 1.4977, -5.1164], [-1.4627, -5.0938, 1.2704], [-0.2717, 3.5721, -0.8413], [-0.3706, -6.4159, 3.0403], [1.3927, -6.3310, -3.1823], [2.2921, -1.9988, -2.3177], [-2.1799, -0.6083, 3.5505], [2.3231, 3.8126, -4.7212], [0.8715, -5.1256, -5.2753], [-0.8749, -1.9409, -3.0184], [0.7793, -5.3530, -1.0050], [-2.5653, -2.6745, 0.9161], [-0.2742, -2.9349, -5.1877], [3.6437, -0.8873, -1.9964], [-3.1582, 3.2706, 2.0742], [3.7945, -2.1260, -3.2640], [0.8439, 4.2446, -2.7841], [2.0226, -2.6148, 0.9776], [1.9223, -5.8553, 3.7698], [-4.7031, 3.6148, 3.9823], [-3.7166, -0.2758, 5.4691]], "atomic_forces_ev_per_a": [[0.177, 0.122, 0.177], [-0.092, 0.023, 0.046], [-0.143, -0.114, 0.002], [0.021, 0.080, -0.012], [-0.129, -0.019, 0.016], [-0.032, 0.061, 0.014], [-0.154, -0.011, -0.065], [-0.125, 0.110, 0.220], [0.103, -0.091, -0.119], [0.004, -0.004, -0.024], [0.000, 0.011, 0.005], [0.098, -0.090, -0.079], [0.023, 0.060, -0.041], [0.020, 0.012, -0.001], [0.004, -0.010, 0.011], [0.002, -0.001, -0.004], [0.069, -0.023, -0.210], [0.016, 0.002, 0.033], [-0.008, 0.005, -0.012], [-0.047, -0.024, 0.002], [-0.039, 0.008, 0.035], [0.085, 0.009, 0.024], [0.010, -0.018, 0.010], [0.051, -0.006, 0.098], [-0.008, 0.008, 0.008], [0.014, -0.043, 0.017], [0.053, -0.026, -0.012], [-0.051, 0.140, -0.059], [-0.024, 0.037, 0.035], [-0.009, 0.011, -0.005], [0.011, 0.034, -0.016], [-0.004, 0.004, -0.004], [0.005, -0.012, 0.003], [0.128, -0.203, -0.098], [-0.010, 0.002, -0.006], [-0.007, 0.006, 0.004], [0.018, 0.001, -0.017], [-0.048, -0.028, 0.007], [0.021, -0.007, 0.011], [0.001, -0.002, 0.002], [-0.001, 0.000, 0.000], [0.000, 0.008, -0.005], [-0.001, -0.007, 0.008], [-0.017, -0.004, 0.029], [-0.003, 0.000, -0.002], [0.000, 0.000, 0.001], [-0.017, -0.004, -0.021], [-0.002, -0.001, 0.002], [0.000, 0.001, 0.003], [0.000, -0.004, 0.000], [0.003, -0.006, -0.018], [0.008, -0.006, -0.001], [0.011, -0.002, 0.009], [0.004, 0.001, -0.001], [-0.013, 0.003, -0.009], [-0.001, 0.000, 0.001], [0.009, 0.005, 0.004], [0.004, 0.000, -0.001], [0.014, 0.002, 0.001], [-0.001, -0.003, 0.001], [0.000, 0.001, 0.000], [-0.003, 0.001, 0.002]], "mulliken_spin": [3.11, -0.07, -0.04, -0.02, 0.00, 0.01, -0.02, 0.00, -0.02, 0.00, 0.00, 0.03, -0.01, 0.00, 0.00, 0.00, -0.01, 0.02, 0.00, 0.03, 0.01, 0.00, 0.00, 0.00, 0.00, 0.01, -0.01, -0.01, 0.01, 0.00, -0.02, 0.00, 0.00, 0.01, 0.00, 0.00, -0.01, 0.01, 0.00, 0.00, 0.00, 0.00, 0.00, 0.00, 0.00, 0.00, 0.00, 0.00, 0.00, 0.00, 0.00, 0.00, 0.00, 0.00, 0.00, 0.00, 0.00, 0.00, 0.00, 0.00, 0.00, 0.00]}